[1]
The following is a quantum chemistry calculation of a gas-phase ion, C5H12N (charge +1) in a non-equilibrium geometry, from the Open Molecules 2025 dataset.

```
18
Properties=species:S:1:pos:R:3:lowdin_charge:R:1
C 1.234 1.223 0.781 -0.106
C 1.402 0.223 -0.386 -0.149
C 0.188 -0.705 -0.604 -0.156
C -0.988 -0.241 -0.993 -0.140
C -2.087 -1.180 -1.566 -0.054
N 0.562 0.447 1.927 0.160
H 2.055 1.696 1.325 0.132
H 0.556 2.057 0.600 0.126
H 1.413 0.893 -1.243 0.120
H 2.259 -0.438 -0.292 0.116
H 0.464 -1.744 -0.507 0.111
H -1.281 0.774 -0.740 0.109
H -1.871 -2.101 -1.034 0.077
H -3.050 -0.692 -1.463 0.072
H -1.901 -1.252 -2.637 0.083
H 1.223 0.110 2.635 0.173
H 0.037 1.096 2.542 0.174
H -0.215 -0.167 1.656 0.151
```

As for the electronic energy: -6861.712 eV. The value obtained for the HOMO energy is -13.422 eV. The SMILES is C/C=C/CC[NH3+]. The value obtained for the relative energy (zero: lowest compared OMol25 entry of this formula, charge and spin) is 178.15 kJ/mol. As for the spin multiplicity: 1. The total charge is +1.

---

[2]
The following is a quantum chemistry calculation of C18H26N4O6S in the gas phase, from the Open Molecules 2025 dataset.

```
55
Properties=species:S:1:pos:R:3:lowdin_charge:R:1
C 0.158 1.488 0.608 -0.026
N 0.412 0.111 0.216 -0.100
C 1.805 -0.267 0.062 -0.168
C 2.470 -0.628 1.387 -0.157
C 3.988 -0.684 1.267 -0.184
N 4.650 -0.926 2.543 0.078
C 4.924 0.005 3.504 -0.509
O 5.765 -0.172 4.359 0.072
C 4.097 1.260 3.482 -0.441
C 3.983 2.238 2.543 -0.164
N 3.089 3.237 2.829 0.092
C 2.537 3.025 3.986 -0.504
C 1.412 3.886 4.534 -0.378
O 1.695 5.245 4.410 -0.041
C 1.235 5.651 3.118 -0.138
C 0.239 4.557 2.708 -0.141
O 0.234 3.643 3.809 -0.053
S 3.117 1.651 4.830 1.171
C -0.640 -0.757 0.107 -0.456
O -1.794 -0.398 0.248 0.074
C -0.304 -2.201 -0.246 -0.097
C -1.484 -3.137 -0.042 -0.133
N -1.982 -3.163 1.329 -0.027
C -1.116 -2.918 2.474 -0.114
C -1.952 -2.474 3.652 -0.182
O -2.894 -3.482 3.962 -0.115
C -3.827 -3.609 2.908 -0.102
C -3.252 -3.613 1.501 -0.431
O -3.962 -3.967 0.576 0.062
H -0.915 1.621 0.703 0.091
H 0.636 1.720 1.564 0.074
H 0.547 2.173 -0.149 0.096
H 1.900 -1.077 -0.661 0.119
H 2.321 0.594 -0.375 0.128
H 2.194 0.125 2.125 0.098
H 2.102 -1.588 1.761 0.113
H 4.281 -1.495 0.599 0.130
H 4.358 0.236 0.810 0.106
H 5.278 -1.714 2.596 0.145
H 4.528 2.274 1.611 0.118
H 1.226 3.657 5.585 0.156
H 0.774 6.631 3.227 0.123
H 2.075 5.708 2.426 0.113
H -0.778 4.924 2.586 0.126
H 0.555 4.047 1.796 0.097
H -0.039 -2.240 -1.307 0.133
H 0.578 -2.545 0.294 0.100
H -2.319 -2.839 -0.670 0.126
H -1.188 -4.143 -0.358 0.133
H -0.548 -3.812 2.751 0.136
H -0.414 -2.122 2.221 0.107
H -1.333 -2.325 4.536 0.129
H -2.467 -1.536 3.408 0.137
H -4.364 -4.544 3.051 0.136
H -4.555 -2.788 2.931 0.140
```

As for the electronic energy: -48168.478 eV. The value obtained for the HOMO energy is -9.171 eV. The SMILES is CN(CCCNC(=O)c1cnc(C2OCCO2)s1)C(=O)CCN1CCOCC1=O. The value obtained for the relative energy (zero: lowest compared OMol25 entry of this formula, charge and spin) is 64.60 kJ/mol. As for the spin multiplicity: 1.

---

[3]
The following is a quantum chemistry calculation of a molecular structure, C4H4CuO5 in a non-equilibrium geometry, from the Open Molecules 2025 dataset.

```
14
Properties=species:S:1:pos:R:3:lowdin_spin:R:1
Cu -0.954 -0.388 -0.097 0.709
C -0.922 -1.422 1.395 0.087
O -0.822 -2.003 2.385 0.007
C -2.049 -1.208 -1.320 0.011
O -2.650 -1.613 -2.212 0.009
C 1.282 -1.457 -0.782 0.063
O 2.287 -1.922 -1.087 0.006
C -1.765 1.100 0.590 0.087
O -2.168 2.062 1.059 0.010
H 0.647 2.038 -2.007 0.004
H 0.142 1.749 -2.482 0.004
O 2.060 0.779 1.333 0.002
H 2.404 1.644 1.031 0.000
H 2.507 0.640 2.195 0.000
```

As for the electronic energy: -59066.146 eV. The value obtained for the HOMO energy (spin up / spin down) is -18.925 / -18.923 eV. As for the spin multiplicity: 2. The total charge is +2.

---

[4]
The following is a quantum chemistry calculation of a molecular structure, C29H48BrNOP2Ru in a non-equilibrium geometry, from the Open Molecules 2025 dataset.

```
83
Properties=species:S:1:pos:R:3:lowdin_spin:R:1
C -0.814 7.093 -3.842 0.265
C -1.017 5.728 -4.103 0.015
C -1.296 5.369 -5.431 0.253
C -1.366 6.359 -6.421 0.227
N -1.168 7.648 -6.139 0.041
C -0.899 8.022 -4.888 0.225
C -0.915 4.732 -3.055 0.057
C -0.806 3.887 -2.179 -0.021
C -0.613 2.916 -1.159 0.070
C 0.563 2.985 -0.383 -0.017
C 0.835 1.990 0.560 0.059
C -0.089 0.950 0.659 0.006
C -1.292 0.876 -0.041 0.056
C -1.559 1.892 -0.953 -0.017
Ru 0.036 -0.356 2.178 1.427
P 1.866 -1.161 1.397 0.004
H -1.443 4.330 -5.702 0.009
H -0.574 7.432 -2.841 0.009
H -1.584 6.089 -7.460 0.006
H -0.742 9.090 -4.694 0.006
H -2.495 1.879 -1.517 -0.002
H 1.264 3.805 -0.535 -0.002
H -1.950 0.035 0.173 0.004
H 1.703 1.998 1.214 0.002
C 2.245 -2.731 2.260 0.022
C 3.012 -3.766 1.432 0.005
H 1.265 -3.116 2.592 0.000
H 2.792 -2.474 3.182 0.000
H 3.107 -4.693 2.015 0.002
H 2.487 -4.021 0.503 0.000
H 4.025 -3.429 1.176 0.000
C 1.697 -1.515 -0.396 -0.002
C 2.646 -0.762 -1.326 0.001
H 0.650 -1.252 -0.628 0.001
H 1.780 -2.600 -0.551 0.000
H 2.387 -1.002 -2.367 0.000
H 2.563 0.326 -1.209 0.001
H 3.694 -1.057 -1.172 0.000
C 3.337 -0.091 1.650 0.004
C 4.688 -0.808 1.678 -0.001
H 3.157 0.437 2.601 0.000
H 3.323 0.677 0.864 0.000
H 5.487 -0.071 1.846 0.000
H 4.744 -1.545 2.488 0.000
H 4.906 -1.314 0.728 0.000
Br -1.293 -2.164 3.104 0.232
P -2.595 -3.465 -1.528 0.613
C -0.777 -3.654 -1.492 0.087
C -0.432 -5.116 -1.800 0.018
H -0.437 -3.355 -0.486 0.012
H -0.348 -2.972 -2.245 0.003
H 0.624 -5.216 -2.068 0.000
H -0.627 -5.760 -0.933 0.000
H -1.034 -5.500 -2.636 0.005
C -3.048 -3.282 0.235 0.088
C -4.457 -3.864 0.398 0.018
H -3.004 -2.217 0.509 0.015
H -2.313 -3.830 0.844 0.002
H -4.691 -4.029 1.454 0.000
H -5.211 -3.187 -0.020 0.000
H -4.549 -4.823 -0.128 0.006
C -2.864 -1.813 -2.290 0.092
C -3.128 -1.996 -3.792 0.014
H -1.973 -1.194 -2.102 0.015
H -3.736 -1.362 -1.790 0.001
H -3.544 -1.079 -4.220 0.000
H -2.206 -2.232 -4.337 0.000
H -3.843 -2.810 -3.975 0.005
C 2.384 -0.172 5.048 0.001
C 1.141 0.674 5.156 0.000
O 0.702 1.075 3.844 0.050
C -0.256 2.153 3.869 0.002
C -1.682 1.663 3.729 0.002
H 2.202 -1.129 4.539 0.001
H 2.736 -0.412 6.060 0.000
H 3.204 0.363 4.557 0.000
H 0.330 0.117 5.654 0.001
H 1.350 1.596 5.719 0.000
H -0.101 2.712 4.800 0.001
H 0.010 2.801 3.017 0.001
H -2.013 1.157 4.646 0.000
H -2.317 2.544 3.596 0.000
H -1.841 1.001 2.859 0.001
```

As for the electronic energy: -125545.599 eV. The value obtained for the HOMO energy (spin up / spin down) is -19.434 / -19.396 eV. The value obtained for the relative energy (zero: lowest compared OMol25 entry of this formula, charge and spin) is 48.28 kJ/mol. As for the spin multiplicity: 5. The total charge is +4.

---

[5]
The following is a quantum chemistry calculation of 2 unconnected molecules or ions with the total composition C3H6NS in a non-equilibrium geometry, from the Open Molecules 2025 dataset.

```
11
Properties=species:S:1:pos:R:3:lowdin_charge:R:1
C 2.132 -0.167 0.298 -0.746
C -2.059 0.573 0.353 0.107
C 3.257 0.157 -0.258 -0.020
N -2.279 -0.597 -0.155 0.142
S 0.790 -0.756 0.727 0.794
H -1.785 1.415 -0.323 0.141
H -2.143 0.627 1.472 0.139
H 3.110 0.192 -1.337 0.092
H 4.092 0.613 0.187 0.065
H -2.890 -1.312 0.177 0.149
H -2.225 -0.745 -1.142 0.139
```

As for the electronic energy: -15523.861 eV. The value obtained for the HOMO energy is -12.195 eV. The value obtained for the relative energy (zero: lowest compared OMol25 entry of this formula, charge and spin) is 69.88 kJ/mol. As for the spin multiplicity: 1. The total charge is +1.